# 1
128
Properties=species:S:1:pos:R:3:lowdin_charge:R:1 method="wB97M-V/def2-TZVPD" gap_ev=7.5 mol_weight_g_mol=1355.481 total_charge=+1 e_tot_ha=-7118.81700
Tl -0.944 -1.076 0.793 0.77
S -0.602 -3.659 0.700 0.58
C -2.108 -4.535 0.341 -0.64
C -1.926 -5.922 0.263 -0.13
C -2.998 -6.770 0.069 -0.07
C -4.283 -6.255 -0.060 -0.08
C -4.466 -4.888 -0.013 -0.11
C -3.392 -4.015 0.177 -0.40
As -3.720 -2.114 0.253 1.30
C -4.765 -2.068 1.892 -0.35
C -4.057 -1.851 3.071 -0.11
C -4.713 -1.817 4.292 -0.07
C -6.088 -2.000 4.338 -0.08
C -6.797 -2.227 3.168 -0.07
C -6.140 -2.265 1.946 -0.10
C -5.038 -1.864 -1.148 -0.39
C -4.954 -2.573 -2.343 -0.11
C -5.755 -2.222 -3.420 -0.07
C -6.642 -1.161 -3.309 -0.08
C -6.736 -0.455 -2.118 -0.07
C -5.925 -0.794 -1.046 -0.13
H -0.925 -6.322 0.373 0.08
H -2.831 -7.838 0.022 0.11
H -5.127 -6.918 -0.193 0.11
H -5.463 -4.475 -0.119 0.10
H -2.981 -1.712 3.035 0.08
H -4.153 -1.648 5.203 0.11
H -6.609 -1.961 5.286 0.11
H -7.869 -2.376 3.206 0.11
H -6.702 -2.444 1.037 0.10
H -4.272 -3.412 -2.426 0.10
H -5.683 -2.775 -4.348 0.11
H -7.256 -0.880 -4.154 0.11
H -7.440 0.362 -2.027 0.11
H -5.979 -0.233 -0.119 0.10
C 2.839 -1.319 -3.790 -0.07
N 1.619 -1.422 -3.023 -0.10
C 1.386 -1.016 -1.786 -0.21
N 0.152 -1.304 -1.449 -0.01
C -0.359 -1.912 -2.555 -0.17
N 0.508 -1.994 -3.539 0.15
C 2.956 -0.078 -4.643 -0.19
C 3.268 -0.220 -5.989 -0.02
C 3.505 0.896 -6.782 -0.04
C 3.445 2.163 -6.227 0.00
C 3.112 2.310 -4.880 -0.14
C 2.852 1.195 -4.098 0.02
C 3.111 3.657 -4.315 -0.31
N 3.751 4.680 -4.772 0.13
N 3.534 5.710 -3.890 0.13
C 2.773 5.255 -2.954 -0.30
O 2.460 3.946 -3.161 0.09
C 2.299 5.901 -1.732 -0.14
C 2.937 7.014 -1.197 -0.01
C 2.517 7.502 0.025 -0.06
C 1.515 6.864 0.746 -0.03
C 0.865 5.750 0.224 -0.17
C -0.188 4.995 1.054 -0.05
N -0.191 3.557 0.801 -0.10
C 0.504 2.560 1.365 -0.14
N 0.355 1.450 0.665 0.05
C -0.459 1.834 -0.350 -0.27
N -0.816 3.095 -0.299 0.13
C 1.235 5.308 -1.046 0.03
H 2.874 -2.196 -4.430 0.13
H 3.678 -1.365 -3.092 0.12
H 2.118 -0.549 -1.145 0.13
H -1.365 -2.293 -2.621 0.12
H 3.330 -1.210 -6.425 0.12
H 3.748 0.774 -7.829 0.11
H 3.660 3.047 -6.811 0.12
H 2.600 1.324 -3.050 0.12
H 3.756 7.471 -1.735 0.12
H 2.999 8.374 0.445 0.11
H 1.238 7.243 1.722 0.12
H -1.191 5.332 0.794 0.13
H -0.011 5.166 2.114 0.13
H 1.091 2.652 2.266 0.11
H -0.780 1.189 -1.151 0.10
H 0.714 4.493 -1.515 0.11
C -4.141 2.009 1.270 -0.06
C -3.992 2.378 2.599 -0.06
C -2.928 1.898 3.343 -0.02
C -1.986 1.036 2.774 -0.21
C -2.181 0.646 1.458 -0.28
C -3.235 1.122 0.702 -0.16
C -0.843 0.511 3.570 -0.24
C -0.452 1.122 4.779 0.00
C 0.543 0.564 5.523 0.02
C 1.188 -0.605 5.079 -0.19
C 2.206 -1.254 5.813 -0.03
C 2.826 -2.356 5.303 -0.06
C 2.484 -2.833 4.021 -0.06
C 1.506 -2.228 3.291 -0.07
C 0.811 -1.117 3.812 -0.25
N -0.209 -0.548 3.109 0.09
H -4.963 2.395 0.682 0.11
H -4.718 3.033 3.061 0.11
H -2.853 2.177 4.385 0.11
H -3.358 0.832 -0.336 0.09
H -0.920 2.038 5.104 0.11
H 0.864 1.019 6.452 0.13
H 2.496 -0.847 6.774 0.12
H 3.598 -2.854 5.873 0.11
H 3.023 -3.676 3.610 0.09
H 1.250 -2.584 2.304 0.00
C 4.875 2.841 -1.531 0.01
C 4.811 1.562 -0.765 -0.27
C 5.423 0.404 -1.146 0.01
C 5.400 -0.682 -0.241 -0.34
N 4.781 -0.633 0.913 0.09
C 4.117 0.486 1.297 -0.82
S 3.314 0.626 2.750 0.71
N 4.148 1.571 0.420 0.10
C 6.119 -1.950 -0.583 -0.03
H 5.227 2.676 -2.547 0.10
H 5.573 3.517 -1.031 0.11
H 3.905 3.324 -1.553 0.07
H 5.962 0.344 -2.080 0.12
H 3.700 2.414 0.753 0.13
H 7.067 -1.746 -1.079 0.09
H 5.502 -2.547 -1.259 0.06
H 6.286 -2.525 0.324 0.09
Cl 2.031 -5.613 1.461 0.55
C 2.675 -4.932 -0.035 -0.96
Cl 2.789 -3.164 0.046 0.59
H 2.006 -5.188 -0.848 0.03
H 3.671 -5.331 -0.185 0.03

# 2
126
Properties=species:S:1:pos:R:3:lowdin_charge:R:1 method="wB97M-V/def2-TZVPD" e_above_lowest_kcal_mol=68.7 gap_ev=9.6 mol_weight_g_mol=988.095 e_tot_ha=-3381.62288 smiles=Fc1ccccc1.Fc1ccccc1.Fc1ccccc1.Fc1ccccc1.Fc1ccccc1.Fc1ccccc1.Fc1ccccc1.Fc1ccccc1.Fc1ccccc1.CC#N.CC#N.CC#N
F 1.613 -0.505 -4.425 0.06
C 1.246 0.761 -4.643 -0.27
C -0.160 1.049 -4.668 0.01
C -0.552 2.422 -4.832 -0.06
C 0.415 3.427 -4.863 -0.11
C 1.715 3.116 -4.719 -0.10
C 2.151 1.793 -4.752 -0.03
H -0.813 0.191 -4.600 0.09
H -1.579 2.730 -4.962 0.09
H 0.040 4.424 -5.041 0.11
H 2.447 3.879 -4.941 0.11
H 3.218 1.643 -4.676 0.10
F -3.384 2.071 -3.040 0.02
C -4.539 1.571 -3.577 -0.27
C -4.554 1.165 -4.855 -0.02
C -5.766 0.599 -5.362 -0.05
C -6.867 0.483 -4.501 -0.11
C -6.891 1.108 -3.236 -0.09
C -5.691 1.598 -2.739 0.00
H -3.661 1.207 -5.462 0.11
H -5.826 0.326 -6.405 0.10
H -7.793 0.144 -4.942 0.10
H -7.785 0.975 -2.644 0.10
H -5.739 1.952 -1.720 0.11
F 1.698 0.281 0.935 0.09
C 0.730 -0.136 0.191 -0.31
C 0.243 -1.439 0.299 -0.01
C -0.772 -1.837 -0.578 -0.09
C -1.358 -0.936 -1.355 -0.12
C -0.908 0.362 -1.494 -0.06
C 0.117 0.831 -0.657 0.02
H 0.692 -2.228 0.884 0.09
H -1.015 -2.889 -0.599 0.11
H -2.182 -1.283 -1.961 0.09
H -1.446 1.095 -2.077 0.08
H 0.562 1.808 -0.780 0.10
F -8.693 -2.479 0.401 0.05
C -7.640 -2.965 -0.299 -0.28
C -7.374 -2.316 -1.504 -0.02
C -6.139 -2.413 -2.162 -0.05
C -5.172 -3.109 -1.447 -0.13
C -5.373 -3.754 -0.280 -0.08
C -6.673 -3.707 0.346 0.01
H -8.163 -1.727 -1.947 0.11
H -6.071 -2.059 -3.181 0.10
H -4.191 -3.215 -1.888 0.08
H -4.603 -4.374 0.154 0.10
H -6.791 -4.169 1.315 0.11
F 6.445 0.174 -3.316 0.10
C 5.871 0.711 -2.273 -0.33
C 4.515 0.810 -2.353 -0.01
C 3.786 1.598 -1.407 -0.06
C 4.480 2.212 -0.409 -0.14
C 5.824 2.059 -0.241 -0.07
C 6.561 1.322 -1.245 0.01
H 4.087 0.458 -3.279 0.09
H 2.715 1.651 -1.535 0.08
H 3.828 2.807 0.214 0.09
H 6.333 2.635 0.517 0.11
H 7.633 1.381 -1.131 0.11
F 3.555 6.869 0.777 0.08
C 2.744 6.081 1.469 -0.32
C 2.127 4.963 0.900 -0.01
C 1.065 4.284 1.570 -0.06
C 0.742 4.670 2.884 -0.09
C 1.417 5.775 3.444 -0.06
C 2.377 6.504 2.715 -0.02
H 2.370 4.913 -0.151 0.11
H 0.496 3.478 1.130 0.08
H -0.197 4.316 3.284 0.09
H 1.145 6.165 4.414 0.10
H 2.808 7.412 3.110 0.12
F 0.959 -6.019 -2.105 0.04
C 1.661 -4.946 -1.599 -0.26
C 1.970 -4.882 -0.264 -0.04
C 2.676 -3.873 0.298 -0.09
C 2.987 -2.781 -0.534 -0.07
C 2.653 -2.772 -1.915 -0.04
C 2.027 -3.904 -2.398 -0.04
H 1.660 -5.714 0.350 0.12
H 2.959 -3.849 1.340 0.11
H 3.671 -2.036 -0.156 0.08
H 3.009 -2.027 -2.612 0.09
H 1.839 -4.040 -3.452 0.12
F 1.813 1.732 3.346 0.02
C 2.635 2.013 4.396 -0.26
C 2.334 1.369 5.605 -0.02
C 3.023 1.665 6.787 -0.06
C 4.018 2.698 6.793 -0.08
C 4.348 3.266 5.564 -0.09
C 3.659 2.964 4.378 -0.02
H 1.622 0.577 5.784 0.11
H 2.729 1.231 7.731 0.10
H 4.553 2.911 7.707 0.10
H 4.916 4.181 5.633 0.10
H 3.909 3.362 3.406 0.11
F 0.352 -3.363 3.223 0.05
C -0.756 -3.546 3.976 -0.29
C -0.896 -4.468 4.988 -0.02
C -2.110 -4.754 5.618 -0.09
C -3.181 -3.978 5.327 -0.12
C -3.131 -3.038 4.291 -0.04
C -1.884 -2.898 3.556 0.00
H -0.052 -5.098 5.226 0.11
H -2.146 -5.504 6.395 0.11
H -4.067 -4.100 5.932 0.10
H -4.031 -2.543 3.957 0.10
H -1.841 -2.181 2.749 0.10
C -1.852 -3.380 -4.365 -0.06
C -2.098 -2.440 -5.452 -0.27
N -2.339 -1.742 -6.338 0.14
H -1.759 -4.377 -4.796 0.09
H -2.569 -3.312 -3.547 0.06
H -0.848 -3.215 -3.975 0.07
C 4.624 -0.648 1.978 -0.07
C 5.992 -0.863 1.561 -0.28
N 7.113 -1.002 1.166 0.13
H 4.693 -0.257 2.993 0.09
H 4.288 -1.684 2.037 0.07
H 4.113 0.036 1.300 0.06
C -1.059 1.317 3.251 -0.06
C -1.248 1.653 4.712 -0.26
N -1.489 1.844 5.811 0.13
H -1.865 0.766 2.766 0.08
H -0.227 0.661 2.996 0.05
H -0.805 2.270 2.786 0.04

no.,HOMO level (eV)
1,-9.9
2,-9.2